Formula: C6H15N3O2
Source: the OMol25 dataset
Level of theory: ωB97M-V with the def2-TZVPD basis set

Geometry as ORCA input:
```
! RIJCOSX wB97M-V def2-TZVPD def2/J DEFGRID3
* xyz 0 1
H 2.4309 -1.6270 1.1556
N 1.6345 -1.1901 0.6734
C 1.9966 -0.0792 0.2079
N 3.2119 0.5142 0.3591
N 1.3036 0.5278 -0.8139
C 0.1594 1.2100 -0.4779
C 0.3636 2.5852 -1.1364
H 3.3579 1.2556 -0.2840
H 3.5585 0.6076 1.3937
H 1.2995 -0.1399 -1.5556
H 0.1023 1.5285 0.6117
H -0.7106 0.7074 -0.8736
H -0.5420 3.2535 -1.3281
H 0.5916 2.2765 -2.2035
H 1.1543 3.2846 -0.8038
C -2.4549 -1.3391 -0.7400
C -1.4168 -1.8073 0.2864
C -1.8010 -1.1283 1.6232
O -2.9117 -1.3247 2.1292
O -1.0048 -0.6174 2.5459
H -2.9060 -0.3456 -0.6012
H -3.3437 -2.0525 -0.6145
H -1.9107 -1.5701 -1.7102
H -1.5361 -2.8600 0.1811
H -0.4045 -1.6800 -0.0039
H -0.2220 0.0103 1.9794
*
```

For the energy above the lowest of the compared OMol25 structures with the same formula, charge and spin, the calculation gives 2.749 eV. As for the SMILES: [H]/N=C(\N)NCC.CCC(=O)O. As for the HOMO energy: -0.34974 hartree. As for the calculated total energy: -552.2606 a.u. The calculation puts the LUMO energy at 0.4410 eV. Its orbital gap is 9.96 eV.